Entry 1:
A cluster of 3 separate species, C20H30BrCl5IN3O3P in total at a distorted geometry. Source: the OMol25 dataset; level of theory: ωB97M-V with the def2-TZVPD basis set.

Its net charge is +1. The highest occupied orbital energy comes out at -10.659 eV. Its total energy is -6683.6069 Ha. For the molar mass, the calculation gives 775.53 g/mol. The calculation puts the HOMO-LUMO gap at 5.6715 eV. The value obtained for the relative energy (zero: lowest compared OMol25 entry of this formula, charge and spin) is 0.00 kcal per mole. For the LUMO energy, the calculation gives -4.987 eV.

Last column: Mulliken charge in e.
CARTESIAN COORDINATES (ANGSTROEM)
C 5.042655 -1.067366 -0.452494  -0.6354
O 4.117634 0.013105 -0.742284  -0.2738
C 4.333932 1.147182 0.136763  -0.6731
C 2.997221 2.071440 0.084672  -0.1890
C 1.824659 1.188163 0.726501  -1.0722
C 0.504974 1.993241 1.157199  -0.0465
N 0.767926 3.464527 1.348820  -0.3429
C -0.343510 3.925254 2.193733  0.3184
N -0.170390 4.556489 3.377611  -0.3559
N -1.691917 3.629790 1.738184  -0.4776
I -2.800831 2.576263 3.114772  0.2976
C -1.736195 3.066423 0.358317  -0.7413
P -3.528319 2.722849 -0.240350  0.2981
O -4.614411 3.843823 0.454143  -0.4848
Br -3.458575 3.337296 -2.451681  -0.1805
C -0.727118 1.833103 0.102917  0.9744
Cl 0.045505 2.074559 -1.562346  -0.0268
C -1.333221 0.379288 0.341750  -0.9986
C -1.986372 -0.340700 -0.914975  0.3966
O -2.457880 0.189633 -1.943815  -0.4478
C -2.108800 -1.947970 -0.823966  0.3483
C -2.440917 -2.491198 0.618142  -0.0900
C -2.636356 -3.999905 0.865029  -0.6042
C -2.498726 -4.940559 -0.377008  -0.3121
C -2.147743 -4.426896 -1.788755  -0.5242
C -1.960602 -2.892974 -2.030362  -0.3982
H 5.594535 -0.955805 0.542041  0.3091
H 4.453409 -2.060625 -0.484076  0.2188
H 5.803260 -1.121667 -1.318060  0.2088
H 5.225080 1.747244 -0.248591  0.3027
H 4.553579 0.826699 1.217097  0.4670
H 3.216330 3.055341 0.613297  0.1957
H 2.782201 2.199089 -1.039909  0.1704
H 1.572734 0.289517 0.046647  0.2468
H 2.248825 0.713160 1.691979  0.4583
H 0.136659 1.554703 2.146153  0.2903
H 1.610274 3.640844 1.913527  0.3727
H -0.591866 4.232853 4.266148  0.2256
H 0.477970 5.356303 3.433796  0.2880
H -1.353645 3.914498 -0.333198  0.7532
H -5.448089 3.346547 0.636814  0.3726
H -2.105227 0.314646 1.198685  0.2499
H -0.462021 -0.297769 0.690427  0.5093
H -2.560491 -1.788489 1.521719  0.1261
H -2.871278 -4.378467 1.923363  0.3193
H -2.660586 -6.054756 -0.219704  0.4864
H -2.014817 -5.114738 -2.685409  0.3320
H -1.735728 -2.447559 -3.053236  0.3572
Cl 5.416341 5.134065 -1.384764  -0.1758
C 6.742530 4.624350 -2.461477  -0.5189
C 6.249330 3.763442 -3.606831  -0.4730
Cl 5.690702 2.166144 -3.051551  -0.1320
H 7.486727 4.102405 -1.857637  0.3162
H 7.199969 5.535272 -2.852365  0.3574
H 7.062311 3.586763 -4.313769  0.3146
H 5.428791 4.241360 -4.144363  0.3230
Cl -4.528503 -6.133850 0.385708  -0.1709
C -5.742499 -6.932807 1.423167  -0.4822
C -6.310878 -8.183123 0.781452  -0.4500
Cl -7.332641 -7.808092 -0.627967  -0.1729
H -6.524961 -6.206048 1.649497  0.3368
H -5.238268 -7.191340 2.356621  0.2834
H -6.941868 -8.712882 1.497948  0.3198
H -5.520813 -8.862091 0.456308  0.3062

Atoms 1-3, force components in eV/Å:
0.3 -1.0 -1.1
0.7 0.2 1.9
-0.4 1.0 -0.2

=====

Entry 2:
A cluster of 2 separate species, C6H17NO in total at a distorted geometry. Source: the OMol25 dataset; level of theory: ωB97M-V with the def2-TZVPD basis set.

The highest occupied orbital energy comes out at -9.635 eV. Its total energy is -368.7383 Ha. The SMILES is CC(C)C[C@H](C)N.O. For the molar mass, the calculation gives 119.21 g/mol. The calculation puts the HOMO-LUMO gap at 10.4974 eV. The value obtained for the relative energy (zero: lowest compared OMol25 entry of this formula, charge and spin) is 39.24 kcal per mole. For the LUMO energy, the calculation gives 0.863 eV.

Last column: Mulliken charge in e.
CARTESIAN COORDINATES (ANGSTROEM)
C -2.298860 0.144722 -0.659713  -1.4823
C -1.391766 0.261370 0.459785  0.7606
C -1.641177 1.612143 1.384536  -1.3076
C 0.066847 0.481953 -0.154343  -1.0549
C 1.143178 -0.720124 0.132896  0.3395
C 1.267167 -1.050108 1.582746  -1.5818
N 2.389288 -0.225826 -0.521738  -0.5451
H -3.335166 0.246453 -0.302108  0.4328
H -2.343312 -0.936027 -1.009307  0.3085
H -2.168437 0.978441 -1.453984  0.2919
H -1.438527 -0.716238 1.081416  0.1350
H -1.507127 2.378748 0.546826  0.3258
H -0.921551 1.846808 2.195395  0.2999
H -2.646224 1.566733 1.802912  0.3827
H 0.520489 1.320496 0.336777  0.3759
H 0.104616 0.760005 -1.211370  0.4650
H 0.880756 -1.736186 -0.273425  0.2166
H 2.044102 -1.759369 1.790047  0.4794
H 0.446582 -1.693827 1.986537  0.3630
H 1.502685 -0.147604 2.158195  0.2595
H 2.919078 0.359812 0.020482  0.2020
H 2.881369 -1.127446 -0.748011  0.3196
O 1.198708 -0.643314 -3.475143  -0.6727
H 0.427408 -0.765288 -2.808258  0.3242
H 1.899877 -0.436318 -2.861152  0.3626

Atoms 1-3, force components in eV/Å:
-3.0 -0.1 -1.8
3.3 0.9 2.7
0.3 -1.1 -2.5

=====

Entry 3:
An isolated molecule of C4H12N2 at a distorted geometry. Source: the OMol25 dataset; level of theory: ωB97M-V with the def2-TZVPD basis set.

The highest occupied orbital energy comes out at -9.048 eV. Its total energy is -269.0532 Ha. The SMILES is NCCCCN. For the molar mass, the calculation gives 88.15 g/mol. The calculation puts the HOMO-LUMO gap at 10.1029 eV. The value obtained for the relative energy (zero: lowest compared OMol25 entry of this formula, charge and spin) is 39.65 kcal per mole. For the LUMO energy, the calculation gives 1.055 eV.

Last column: Mulliken charge in e.
CARTESIAN COORDINATES (ANGSTROEM)
N -3.292540 0.059009 0.035338  -0.6182
C -1.845002 -0.239623 -0.069214  -0.8829
C -0.598926 0.527694 0.180199  -0.1308
C 0.581668 -0.477404 0.218540  -0.5974
C 1.894893 0.350022 0.080012  -0.5555
N 3.162371 -0.260650 -0.265629  -0.6632
H -3.791593 -0.760991 -0.199211  0.2479
H -3.596526 0.818512 -0.586139  0.2274
H -1.599747 -1.139616 0.484719  0.3561
H -1.640034 -0.692108 -1.053480  0.3321
H -0.622008 1.091116 1.116900  0.2817
H -0.423699 1.303423 -0.708074  0.2554
H 0.308417 -1.230660 -0.677301  0.2560
H 0.447275 -1.197862 1.028225  0.3509
H 1.690642 1.044825 -0.734793  0.3186
H 2.034182 0.958154 0.990508  0.3051
H 3.772614 0.540126 -0.432405  0.2661
H 3.518010 -0.693971 0.591812  0.2507

Atoms 1-3, force components in eV/Å:
1.5 2.2 0.7
-0.5 -2.9 -1.6
0.7 2.7 -1.0

=====

Entry 4:
An isolated molecule of C4H7N3O at a distorted geometry. Source: the OMol25 dataset; level of theory: ωB97M-V with the def2-TZVPD basis set.

The highest occupied orbital energy comes out at -8.771 eV. Its total energy is -395.8927 Ha. The SMILES is [H]/N=C1\NNC[C@H]2O[C@H]12. For the molar mass, the calculation gives 113.12 g/mol. The calculation puts the HOMO-LUMO gap at 9.4769 eV. The value obtained for the relative energy (zero: lowest compared OMol25 entry of this formula, charge and spin) is 160.43 kcal per mole. For the LUMO energy, the calculation gives 0.706 eV.

Last column: Mulliken charge in e.
CARTESIAN COORDINATES (ANGSTROEM)
H 2.897265 -0.896108 -0.418409  0.2408
N 2.418563 0.057514 -0.181323  -0.6610
C 1.202040 -0.069373 0.048008  0.3615
N 0.435776 -1.262577 0.188104  -0.2323
N -0.860084 -1.539337 -0.126830  -0.4137
C -1.831478 -0.402414 0.181639  -0.3416
C -0.963516 0.667561 -0.330522  -0.0847
O -0.402328 2.056799 -0.129532  -0.4751
C 0.198745 0.996096 0.425850  -0.0069
H 1.222073 -2.179069 0.569688  0.2996
H -1.025494 -1.854787 -1.122763  0.2443
H -2.796117 -0.652886 -0.429098  0.2816
H -1.852251 -0.513785 1.332214  0.2519
H -0.815240 0.531303 -1.457263  0.2106
H -0.006140 1.170514 1.452378  0.3249

Atoms 1-3, force components in eV/Å:
-1.1 2.0 0.5
2.2 -2.0 -0.6
-1.4 0.4 0.1

=====

Entry 5:
A structure of composition H19O9 at a distorted geometry. Source: the OMol25 dataset; level of theory: ωB97M-V with the def2-TZVPD basis set.

Its net charge is +1. The highest occupied orbital energy comes out at -13.188 eV. Its total energy is -688.1586 Ha. For the molar mass, the calculation gives 163.14 g/mol. The calculation puts the HOMO-LUMO gap at 9.6869 eV. The value obtained for the relative energy (zero: lowest compared OMol25 entry of this formula, charge and spin) is 136.85 kcal per mole. For the LUMO energy, the calculation gives -3.501 eV.

Last column: Mulliken charge in e.
CARTESIAN COORDINATES (ANGSTROEM)
O -0.452769 -2.077458 -2.442369  -0.6053
H 2.800461 -3.558999 -0.872823  0.2924
H -2.009714 -0.894792 -1.548600  0.3717
O -0.384138 3.875485 -1.021164  -0.7276
H -1.504317 3.036072 -0.637298  0.5205
O 1.583008 -2.947339 2.583605  -0.6027
H 2.321200 3.468171 0.475767  0.3595
H 1.371009 -2.544287 3.386517  0.3381
O -0.627483 -0.319341 0.629914  -0.5847
H 1.348780 -2.357977 1.877998  0.2775
H -0.013989 3.362313 -1.854637  0.3973
O -2.201650 1.964806 -0.618351  -0.6242
H 3.174551 -2.752886 0.240202  0.2970
H -1.788670 1.045390 -1.146574  0.4498
O 2.408516 -2.938521 -0.247275  -0.5764
H -0.933157 -1.200332 1.187507  0.4273
H -3.164169 1.788975 -0.738785  0.3598
O 0.727719 -0.353587 3.459636  -0.5062
H -0.747041 -2.084536 -3.364706  0.3092
H 0.134261 -0.348636 2.684166  0.2674
O 1.558325 2.851054 0.614729  -0.6494
H -1.328208 -0.301986 -0.060957  0.2293
H 0.169105 -0.156828 4.015327  0.2636
O -2.205577 -0.040917 -2.030003  -0.6863
H 1.483353 2.182006 1.250454  0.3241
H 0.468166 3.594857 -0.294657  0.4827
H 0.506637 -2.374291 -2.612242  0.3037
H -2.694217 0.083581 -2.915389  0.2921

Atoms 1-3, force components in eV/Å:
2.3 -0.8 -1.2
-0.5 -0.2 -0.2
-0.7 0.4 -2.5

=====

Entry 6:
The ion C10H15N2O2 with charge +1 at a distorted geometry. Source: the OMol25 dataset; level of theory: ωB97M-V with the def2-TZVPD basis set.

Its net charge is +1. The highest occupied orbital energy comes out at -12.935 eV. Its total energy is -649.6059 Ha. The SMILES is C[N+](C)(C)/C(c1ccccc1)=[N+](\[O-])O. For the molar mass, the calculation gives 195.24 g/mol. The calculation puts the HOMO-LUMO gap at 9.8345 eV. The value obtained for the relative energy (zero: lowest compared OMol25 entry of this formula, charge and spin) is 103.62 kcal per mole. For the LUMO energy, the calculation gives -3.100 eV.

Last column: Mulliken charge in e.
CARTESIAN COORDINATES (ANGSTROEM)
C -0.198028 -0.570244 -2.617206  -0.7571
N 0.177519 -0.949456 -1.208215  0.2375
C 1.267025 -1.936290 -1.139578  -0.8286
C -0.941087 -1.664438 -0.577977  -0.7817
C 0.510216 0.257205 -0.487900  -0.7558
C -0.152291 0.628348 0.743792  0.0196
C -1.351517 1.367329 0.702532  0.1139
C -2.012700 1.834871 1.817475  -0.7476
C -1.475535 1.524265 3.047084  -0.3854
C -0.267128 0.847844 3.123725  -0.6416
C 0.450852 0.364898 1.987485  -0.2094
N 1.543378 0.911124 -0.917293  1.0971
O 2.275922 0.568883 -1.857067  -0.7644
O 1.992811 1.983503 -0.163264  -0.4460
H -0.601480 -1.542847 -3.081296  0.4075
H -1.097582 0.163367 -2.534484  0.2822
H 0.698481 -0.192008 -3.102990  0.3800
H 1.018973 -2.996118 -1.297475  0.4017
H 2.009006 -1.697118 -1.828460  0.4273
H 1.755371 -2.091744 -0.098533  0.2867
H -1.675831 -0.952196 -0.220503  0.3706
H -1.274918 -2.535661 -1.239255  0.3992
H -0.658886 -2.350847 0.334221  0.3640
H -1.648876 1.633199 -0.276808  0.4590
H -2.741962 2.566504 1.626681  0.4278
H -1.790314 1.915157 3.994947  0.4105
H 0.300887 0.615986 4.074532  0.3328
H 1.293072 -0.260262 1.907868  0.4851
H 2.594620 2.556745 -0.712035  0.4150

Atoms 1-3, force components in eV/Å:
-2.4 -1.1 -0.6
0.0 -1.2 0.1
2.0 -2.2 2.0